P | 2 unconnected molecules or ions with the total composition S2, computed with wB97M-V/def2-TZVPD.

Summary:
net charge: 0
HOMO: -9.45 eV

Positions of all 2 atoms, in Å:
S 0.1510 1.4462 1.0097
S -0.1510 -1.4462 -1.0097



Q | S2 in the gas phase, computed with wB97M-V/def2-TZVPD.

Summary:
net charge: 0
HOMO: -9.41 eV

Positions of all 2 atoms, in Å:
S 0.0000 0.0000 1.1835
S 0.0000 0.0000 -1.1835



R | 2 unconnected molecules or ions with the total composition S2, computed with wB97M-V/def2-TZVPD.

Summary:
net charge: 0
HOMO: -9.77 eV

Positions of all 2 atoms, in Å:
S 0.0000 0.0000 1.5655
S 0.0000 0.0000 -1.5655



S | 2 unconnected molecules or ions with the total composition S2, computed with wB97M-V/def2-TZVPD.

Summary:
net charge: 0
HOMO: -9.47 eV

Positions of all 2 atoms, in Å:
S 0.4013 -1.7095 0.0050
S -0.4013 1.7095 -0.0050



Result of the stability comparison: Q is the most stable of them.



P | C4H3I in the gas phase, computed with wB97M-V/def2-TZVPD.

Summary:
net charge: 0
SMILES string: IC1=C2C[C@@H]12
HOMO: -8.81 eV

Positions of all 8 atoms, in Å:
I -3.1386 0.1302 0.0564
C -1.0698 -0.1208 -0.0581
C -0.0914 -1.2499 0.2708
C 1.0221 -0.3973 -0.2398
C 0.0100 0.5898 0.2840
H 1.9712 -0.2136 0.1776
H 1.0295 -0.1989 -1.3489
H 0.2671 1.4605 0.8580



Q | C4H3I in the gas phase, computed with wB97M-V/def2-TZVPD.

Summary:
net charge: 0
HOMO: -8.58 eV

Positions of all 8 atoms, in Å:
C 1.1612 1.3440 -0.1337
C -0.5633 -0.5143 0.0091
C -0.2281 0.8872 0.0184
C -0.7342 -1.6955 -0.0720
I 2.6568 -0.0686 0.0441
H -0.5110 1.3376 0.9831
H -0.8225 1.4275 -0.7315
H -0.9590 -2.7179 -0.1174



Result of the stability comparison: P is the most stable of them.



P | CH2Cl2 in the gas phase, computed with wB97M-V/def2-TZVPD.

Summary:
net charge: 0
SMILES string: ClCCl
HOMO: -11.07 eV

Positions of all 5 atoms, in Å:
Cl 1.3599 0.3773 0.9259
C -0.1210 0.0812 0.0070
Cl 0.0129 -1.3544 -1.0143
H -0.9505 -0.0594 0.6894
H -0.3013 0.9553 -0.6080



Q | CH2Cl2 in the gas phase, computed with wB97M-V/def2-TZVPD.

Summary:
net charge: 0
SMILES string: ClCCl
HOMO: -11.08 eV

Positions of all 5 atoms, in Å:
Cl 1.6379 21.8100 18.7491
C 3.0862 21.9836 19.8831
Cl 3.7803 20.3966 20.3894
H 3.8627 22.5682 19.3897
H 2.8534 22.7015 20.6696



Result of the stability comparison: P is the most stable of them.